Molecular formula: C29H44Cl2FN2O6S
Method: DFT, the ωB97M-V functional and the def2-TZVPD basis

Last columns: bonded neighbours and bond lengths (Å).
CARTESIAN COORDINATES (ANGSTROEM)
1 C -6.506 1.027 -1.580  C2 1.580, H42 1.118, H43 1.119, H44 1.123
2 C -5.123 1.444 -2.220  C1 1.580, O3 1.198, O4 1.393
3 O -4.799 0.984 -3.278  C2 1.198
4 O -4.330 2.313 -1.474  C2 1.393, C5 1.441
5 C -4.496 3.687 -1.875  O4 1.441, C6 1.570, H45 1.126, H46 1.135
6 C -3.808 4.700 -0.892  C5 1.570, C7 1.586, H47 1.129, H48 1.119
7 C -2.272 4.944 -1.200  C6 1.586, C8 1.591, H49 1.119, H50 1.130
8 C -1.334 4.659 0.053  C7 1.591, C9 1.605, H51 1.124, H52 1.119
9 C -1.537 3.122 0.470  C8 1.605, C10 1.599, H53 1.127, H54 1.124
10 C -0.137 2.356 0.578  C9 1.599, C11 1.573, H55 1.115, H56 1.134
11 C -0.157 1.102 1.528  C10 1.573, C12 1.602, C25 1.589, H57 1.130
12 C 1.011 1.335 2.598  C11 1.602, N13 1.505, H58 1.115, H59 1.130
13 N 1.382 0.074 3.331  C12 1.505, C14 1.494, H60 1.036, H61 1.029
14 C 0.177 -0.799 3.459  N13 1.494, C15 1.572, C18 1.608, H62 1.130
15 C 0.465 -1.845 4.597  C14 1.572, C16 1.560, H63 1.117, H64 1.137
16 C -0.645 -2.909 4.863  C15 1.560, N17 1.275, H65 1.122
17 N -0.303 -4.118 5.079  C16 1.275, H66 1.029
18 C -0.292 -1.424 2.053  C14 1.608, O19 1.414, C20 1.550, C25 1.639
19 O -1.698 -1.499 2.185  C18 1.414, H67 0.968
20 C 0.480 -2.751 1.842  C18 1.550, Cl21 1.821, C22 1.370
21 Cl 2.284 -2.857 2.071  C20 1.821
22 C -0.038 -3.957 1.446  C20 1.370, C23 1.574, Cl24 1.771
23 C 0.847 -5.247 1.275  C22 1.574, H68 1.116, H69 1.127, H70 1.126
24 Cl -1.755 -4.187 1.081  C22 1.771
25 C -0.091 -0.332 0.848  C11 1.589, C18 1.639, C26 1.572, S38 1.848
26 C 1.281 -0.430 0.087  C25 1.572, O27 1.426, H71 1.132, H72 1.131
27 O 1.398 -1.509 -0.838  C26 1.426, C28 1.415
28 C 2.110 -1.135 -2.002  O27 1.415, C29 1.473, C34 1.488
29 C 1.409 -0.666 -3.210  C28 1.473, C30 1.462, H73 1.121
30 C 2.103 -0.243 -4.425  C29 1.462, C31 1.574, C32 1.464
31 C 1.284 0.282 -5.662  C30 1.574, H74 1.132, H75 1.116, H76 1.117
32 C 3.563 -0.272 -4.520  C30 1.464, C33 1.458, H77 1.111
33 C 4.279 -0.771 -3.352  C32 1.458, C34 1.475, H78 1.118
34 C 3.592 -1.199 -2.119  C28 1.488, C33 1.475, C35 1.561
35 C 4.527 -1.731 -0.988  C34 1.561, C36 1.598, C37 1.582, H79 1.127
36 C 4.134 -3.250 -0.690  C35 1.598, H80 1.133, H81 1.115, H82 1.121
37 C 4.610 -0.820 0.304  C35 1.582, H83 1.117, H84 1.125, H85 1.129
38 S -1.461 -0.383 -0.392  C25 1.848, O39 1.462, O40 1.459, F41 1.641
39 O -1.099 0.374 -1.589  S38 1.462
40 O -2.690 0.218 0.115  S38 1.459
41 F -1.720 -1.911 -0.934  S38 1.641
42 H -7.192 1.901 -1.702  C1 1.118
43 H -6.884 0.118 -2.113  C1 1.119
44 H -6.352 0.761 -0.500  C1 1.123
45 H -4.214 3.857 -2.952  C5 1.126
46 H -5.607 3.909 -1.823  C5 1.135
47 H -4.350 5.678 -1.048  C6 1.129
48 H -3.964 4.398 0.174  C6 1.119
49 H -2.130 5.996 -1.554  C7 1.119
50 H -2.011 4.260 -2.061  C7 1.130
51 H -1.673 5.293 0.917  C8 1.124
52 H -0.277 4.852 -0.260  C8 1.119
53 H -2.075 2.659 -0.405  C9 1.127
54 H -2.128 3.036 1.421  C9 1.124
55 H 0.228 2.190 -0.463  C10 1.115
56 H 0.563 3.124 1.032  C10 1.134
57 H -1.138 1.139 2.088  C11 1.130
58 H 0.817 2.212 3.258  C12 1.115
59 H 1.916 1.607 1.980  C12 1.130
60 H 1.610 0.370 4.297  N13 1.036
61 H 2.228 -0.399 2.984  N13 1.029
62 H -0.616 -0.119 3.887  C14 1.130
63 H 1.443 -2.380 4.539  C15 1.117
64 H 0.523 -1.237 5.556  C15 1.137
65 H -1.718 -2.580 4.846  C16 1.122
66 H -1.181 -4.630 5.243  N17 1.029
67 H -2.010 -1.466 3.101  O19 0.968
68 H 1.606 -5.081 0.474  C23 1.116
69 H 1.304 -5.544 2.262  C23 1.127
70 H 0.188 -6.113 0.986  C23 1.126
71 H 2.095 -0.429 0.873  C26 1.132
72 H 1.480 0.511 -0.507  C26 1.131
73 H 0.291 -0.614 -3.266  C29 1.121
74 H 0.864 1.281 -5.335  C31 1.132
75 H 0.400 -0.358 -5.893  C31 1.116
76 H 1.940 0.497 -6.541  C31 1.117
77 H 4.104 0.057 -5.433  C32 1.111
78 H 5.395 -0.837 -3.395  C33 1.118
79 H 5.577 -1.792 -1.392  C35 1.127
80 H 4.548 -3.467 0.342  C36 1.133
81 H 3.033 -3.424 -0.655  C36 1.115
82 H 4.684 -3.945 -1.377  C36 1.121
83 H 4.453 -1.356 1.271  C37 1.117
84 H 3.935 0.070 0.164  C37 1.125
85 H 5.650 -0.383 0.358  C37 1.129

Summary:
DFT total energy	-3110.36227	Eh
HOMO level	-10.6	eV
net charge	+1
HOMO-LUMO gap	7.39	eV
SMILES	[H]/N=C/C[C@H]1[NH2+]C[C@@H](CCCCCCOC(C)=O)[C@](COc2cc(C)ccc2C(C)C)(S(=O)(=O)F)[C@@]1(O)/C(Cl)=C(/C)Cl
multiplicity	1

Atomic partial charges in e from the Löwdin method, atoms 1 to 6: number 1, C, carries 0.017; number 2, C, carries -0.492; number 3, O, carries 0.128; number 4, O, carries -0.081; number 5, C, carries -0.187; number 6, C, carries -0.160